DFT (ωB97M-V with the def2-TZVPD basis set) results for 2 unconnected molecules or ions with the total composition C2H8N2O2.

```
14
Properties=species:S:1:pos:R:3:lowdin_charge:R:1
N 2.206 0.276 -0.315 0.07
O 1.173 -0.183 -1.236 -0.20
C 0.408 -1.327 -0.700 -0.28
O 0.626 -1.843 0.374 0.06
H 1.917 -0.091 0.599 0.07
H 3.026 -0.263 -0.592 0.09
H -0.168 -1.742 -1.537 0.15
C -1.411 0.682 -0.070 -0.22
N -1.034 1.064 1.277 -0.07
H -2.051 -0.206 -0.086 0.07
H -1.983 1.486 -0.545 0.07
H -0.426 0.648 -0.731 0.09
H -0.433 0.349 1.685 0.05
H -1.851 1.149 1.877 0.06
```

Output
- spin multiplicity = 1
- energy relative to the best compared isomer or geometry (same formula, charge and spin) (eV) = 3.711
- structure (SMILES) = NOC=O.CN